DFT (wB97M-V/def2-TZVPD) results for an isolated molecule of C21H33N3O4S in a non-equilibrium geometry.

Last column: natural (NBO) charge in e.
Cartesian coordinates (Å):
S: -1.7103 -3.3717 0.5137  2.1752
O: -2.0812 -4.5337 1.2781  -0.9399
O: -1.7395 -3.4750 -0.9191  -0.9460
O: -5.7209 1.0423 3.4009  -0.3700
O: -6.0920 1.5323 1.3419  -0.3716
N: 2.5281 -0.5795 -0.5865  -0.4565
N: -0.3386 -0.5663 0.3251  -0.4776
N: -5.5509 0.8848 2.2118  0.5138
C: -0.0418 -2.8693 1.0440  -0.6404
C: -0.9956 1.3094 1.7458  -0.3951
C: -2.8258 -2.0494 1.0150  -0.2480
C: 0.0597 0.2438 1.4648  -0.2222
C: 4.1539 1.2076 -0.9199  -0.4017
C: 4.7209 1.9984 -3.2463  -0.5964
C: 1.9871 -1.6090 0.2795  -0.2213
C: -4.4714 -0.4165 0.4431  -0.1934
C: -1.4769 1.3650 -0.6778  -0.3975
C: 0.4555 -1.7693 0.1199  -0.0597
C: 3.0983 0.1056 -2.8654  -0.4025
C: -1.1530 2.2302 0.5379  -0.2186
C: -3.5617 -1.3830 0.0535  -0.1950
C: -4.6239 -0.1436 1.7982  0.0794
C: 3.7581 0.0005 -0.0757  -0.2102
C: -3.9020 -0.8346 2.7670  -0.1913
C: 4.3694 0.7971 -2.3755  -0.2152
C: -0.4340 0.2673 -0.8661  -0.2240
C: -2.9994 -1.8010 2.3658  -0.2060
C: -2.2336 3.2805 0.7724  -0.5963
C: 2.7286 -1.0533 -1.9459  -0.2186
H: 5.0626 1.6531 -0.5109  0.2094
H: 3.5904 0.3164 0.9580  0.1986
H: 0.5394 0.7230 -1.0980  0.1934
H: -3.2018 2.8084 0.9233  0.2010
H: -0.7283 -0.3710 -1.7023  0.2018
H: -3.4066 -1.6370 -0.9827  0.2551
H: -4.0627 -0.6025 3.8090  0.2543
H: 5.1967 0.0788 -2.4165  0.1926
H: 0.1679 -0.4002 2.3409  0.1914
H: -2.4576 0.9109 -0.5378  0.1987
H: 3.5266 -1.8189 -1.9793  0.1632
H: 2.2039 -1.3414 1.3163  0.1989
H: -5.0654 0.1292 -0.2750  0.2554
H: -0.7004 1.8853 2.6250  0.2084
H: 2.2782 0.8259 -2.8776  0.2018
H: 4.5826 -0.7362 -0.0771  0.1603
H: -1.5111 1.9795 -1.5792  0.2092
H: 3.3555 1.9504 -0.8705  0.2015
H: 5.6311 2.4754 -2.8901  0.2081
H: 3.9178 2.7319 -3.2245  0.2020
H: -2.3113 3.9455 -0.0843  0.2094
H: -1.9490 0.8248 1.9580  0.1976
H: 2.4572 -2.5896 0.0872  0.1756
H: -0.1982 2.7399 0.3637  0.1924
H: 4.8754 1.6897 -4.2776  0.2084
H: 3.2368 -0.2702 -3.8805  0.2109
H: 0.5636 -3.7698 0.9756  0.2565
H: 1.0231 0.7444 1.2783  0.1755
H: 0.2428 -2.1123 -0.8978  0.2323
H: -0.1223 -2.5597 2.0807  0.2340
H: 1.8038 -1.5161 -2.2949  0.2031
H: -2.4441 -2.3756 3.0895  0.2374
H: -2.0032 3.8783 1.6512  0.2083

The energy comes out at -45805.603 eV. As for the SMILES: CC1CCN(C[C@@H](CS(=O)(=O)c2ccc([N+](=O)[O-])cc2)N2CCC(C)CC2)CC1. The highest occupied orbital energy comes out at -8.4472 eV. As for the total charge: 0. The value obtained for the strongest force on any atom is 0.0259 Eh/bohr.